(1)
This record from the OMol25 dataset describes 10 unconnected molecules or ions with the total composition C10H30Br2O13 at a distorted geometry. The level of theory is ωB97M-V/def2-TZVPD.

## Properties
expectation value of S²: 0.7587
LUMO level (alpha / beta): -2.76 / -9.93 eV
gap between HOMO and LUMO (alpha / beta): 9.84 / 2.68 eV
net charge: +1
DFT total energy: -177549.4434 eV
spin multiplicity: 2

Each line ends with the Mulliken spin population.
Positions of all 55 atoms, in Å:
Br (-0.3735, 3.7054, 3.1267)  0.00
C (-1.5316, 2.5055, 2.0197)  0.00
C (-1.6406, 3.0964, 0.6543)  0.00
Br (-2.7997, 1.7600, -0.3435)  0.01
H (-2.5050, 2.3917, 2.4968)  0.00
H (-1.0984, 1.5065, 2.0691)  0.00
H (-0.7031, 3.1224, 0.0989)  0.00
H (-2.1776, 4.0423, 0.7257)  0.00
C (4.1746, 3.2787, 2.0122)  0.00
C (3.7289, 2.2645, 0.9629)  0.00
C (4.4198, 0.9615, 1.1023)  0.00
O (3.3322, 0.0817, 0.9789)  0.00
C (2.1814, 0.6827, 1.1028)  0.00
O (1.0742, 0.1084, 1.1100)  0.00
O (2.3226, 1.9546, 1.2058)  0.00
H (4.0166, 2.8780, 3.0135)  0.00
H (3.6765, 4.2425, 1.9063)  0.00
H (5.2495, 3.4405, 1.9311)  0.00
H (3.9086, 2.5486, -0.0739)  0.00
H (4.8732, 0.8869, 2.0907)  0.00
H (5.0116, 0.6841, 0.2300)  0.00
C (0.8973, 1.4123, -2.3162)  0.00
C (0.3337, 0.7586, -3.6525)  0.00
C (-0.4642, -0.5505, -3.4886)  0.00
O (-1.7371, -0.3156, -4.1117)  0.00
C (-1.8269, 0.9292, -4.3657)  0.00
O (-2.8650, 1.4449, -4.7086)  0.00
O (-0.6342, 1.5806, -4.2626)  0.00
H (1.8809, 0.9575, -2.1983)  0.00
H (0.2207, 1.0747, -1.5311)  0.00
H (0.9989, 2.4918, -2.4271)  0.00
H (1.1182, 0.6489, -4.4012)  0.00
H (-0.4314, -0.8614, -2.4444)  0.00
H (0.0243, -1.3603, -4.0306)  0.00
O (-1.7381, -2.9758, -1.1854)  0.00
H (-1.9989, -3.2800, -2.0547)  0.00
H (-0.8150, -3.2186, -1.1132)  0.00
O (-2.1300, -4.9941, 0.8503)  0.00
H (-2.3008, -5.7371, 0.2716)  0.00
H (-2.1534, -4.2304, 0.2737)  0.00
O (0.9355, -3.2997, -1.0425)  0.00
H (1.6935, -2.7317, -0.9044)  0.00
H (1.3052, -4.1796, -1.1163)  0.00
O (-4.1342, -0.2983, 1.4949)  0.02
H (-3.1782, -0.2997, 1.4468)  0.00
H (-4.3985, 0.4739, 0.9949)  0.00
O (-1.2376, -1.2558, 0.6871)  -0.01
H (-1.4201, -1.8591, -0.0333)  0.00
H (-0.3723, -0.8985, 0.4875)  0.00
O (-3.3487, -3.4424, 2.8957)  0.65
H (-2.9149, -2.5972, 2.7789)  -0.02
H (-3.0153, -3.9842, 2.1805)  -0.01
O (-0.3392, -2.1644, 3.0516)  0.35
H (-0.5050, -1.2980, 3.4232)  -0.01
H (-0.5896, -2.0828, 2.1313)  -0.01

=====

(2)
This record from the OMol25 dataset describes a molecular structure, C10H30ClMnO12P2 at a distorted geometry. The level of theory is ωB97M-V/def2-TZVPD.

## Properties
expectation value of S²: 8.7541
LUMO level (alpha / beta): -6.83 / -6.80 eV
gap between HOMO and LUMO (alpha / beta): 4.99 / 5.02 eV
net charge: +1
DFT total energy: -97841.3615 eV
spin multiplicity: 6

Each line ends with the Mulliken spin population.
Positions of all 56 atoms, in Å:
Mn (1.3330, -3.2152, 0.2297)  4.94
Cl (-0.0687, -1.1574, -0.1185)  0.05
C (2.5743, 3.2508, 5.1382)  0.00
O (3.5217, 2.7602, 4.1884)  0.00
P (3.2215, 1.3985, 3.3970)  0.00
O (4.3395, 0.7045, 2.5944)  0.00
O (1.9387, 1.8544, 2.5030)  0.00
C (1.8740, 1.8372, 1.0502)  0.00
O (2.6283, 0.3553, 4.5399)  0.00
C (1.8175, -0.7050, 4.1012)  0.00
H (2.0443, 4.0905, 4.6888)  0.00
H (3.1531, 3.4213, 6.0460)  0.00
H (1.8717, 2.5464, 5.5835)  0.00
H (2.6943, 1.4245, 0.4629)  0.00
H (1.7983, 2.8707, 0.7123)  0.00
H (0.9538, 1.3291, 0.7621)  0.00
H (2.0300, -1.7127, 4.4582)  0.00
H (1.7153, -0.6558, 3.0171)  0.00
H (0.7755, -0.4905, 4.3384)  0.00
C (4.4291, -2.7256, -3.6795)  0.00
O (3.1250, -3.0122, -4.2418)  0.00
P (1.7772, -2.6510, -3.4073)  0.01
O (1.7212, -2.9387, -1.9337)  -0.01
O (1.6325, -1.0834, -3.7630)  0.00
C (1.8962, -0.1310, -2.7639)  0.00
O (0.7361, -3.5183, -4.2438)  0.00
C (-0.5917, -3.3724, -3.7873)  0.00
H (5.1318, -3.5288, -3.9012)  0.00
H (4.4335, -2.8081, -2.5926)  0.00
H (4.8563, -1.7500, -3.9113)  0.00
H (2.2924, -0.6142, -1.8708)  0.00
H (1.0568, 0.5566, -2.6608)  0.00
H (2.6852, 0.4096, -3.2868)  0.00
H (-0.8039, -2.6589, -2.9910)  0.00
H (-0.9245, -4.3216, -3.3673)  0.00
H (-1.2698, -3.2124, -4.6256)  0.00
C (-3.0001, 2.0243, -2.4008)  0.00
C (-4.3852, 1.5435, -2.6569)  0.00
O (-4.9059, 0.6944, -1.6640)  0.00
O (-1.9034, 1.1333, -2.4460)  0.00
H (-2.9375, 2.3031, -1.3489)  0.00
H (-2.6422, 2.9157, -2.9160)  0.00
H (-4.3440, 1.0233, -3.6139)  0.00
H (-5.1482, 2.3209, -2.6962)  0.00
H (-5.7595, 0.3949, -1.9853)  0.00
H (-1.9390, 0.6294, -1.6296)  0.00
C (-4.3532, 0.7777, 2.1660)  0.00
C (-3.3671, -0.3250, 2.0102)  0.00
O (-2.0034, -0.1814, 2.5865)  0.00
O (-4.6138, 1.0198, 3.5001)  0.00
H (-5.2135, 0.6088, 1.5184)  0.00
H (-3.8453, 1.6684, 1.7961)  0.00
H (-3.1492, -0.3811, 0.9437)  0.00
H (-3.7401, -1.2810, 2.3777)  0.00
H (-1.4160, -0.5535, 1.9246)  0.00
H (-3.7330, 1.1180, 3.8691)  0.00

=====

(3)
This record from the OMol25 dataset describes a molecular structure, C10H30CrO6 at a distorted geometry. The level of theory is ωB97M-V/def2-TZVPD.

## Properties
expectation value of S²: 6.0290
LUMO level (alpha / beta): -0.81 / -0.93 eV
gap between HOMO and LUMO (alpha / beta): 7.75 / 7.86 eV
DFT total energy: -51559.5238 eV
energy above the lowest of the compared OMol25 structures with the same formula, charge and spin: 3.252 eV
spin multiplicity: 5

Each line ends with the Mulliken spin population.
Positions of all 47 atoms, in Å:
Cr (-2.0380, -1.1084, -1.5572)  4.11
C (1.1077, -4.0544, -2.1977)  0.00
C (0.8590, -2.6014, -2.3601)  0.01
O (-0.4748, -2.1945, -2.5550)  -0.04
H (0.6237, -4.3104, -1.2552)  0.00
H (2.1602, -4.3367, -2.1713)  0.00
H (0.6997, -4.6865, -2.9864)  0.00
H (1.5098, -2.3155, -3.1865)  0.00
H (1.3341, -1.9738, -1.6061)  -0.01
O (-1.0291, -0.3099, -0.0181)  -0.18
H (-0.0630, -0.4397, 0.0465)  0.04
C (-0.6725, 1.6847, -4.3840)  0.00
C (-0.9339, 1.4959, -2.8245)  0.00
O (-2.1674, 0.8718, -2.5552)  0.02
H (0.0856, 2.4455, -4.5700)  0.00
H (-1.5852, 1.9129, -4.9345)  0.00
H (-0.3573, 0.7329, -4.8116)  0.00
H (-1.0158, 2.4430, -2.2912)  0.00
H (-0.0744, 0.9760, -2.4015)  0.01
H (-2.7088, 1.6591, -2.4620)  0.01
C (-2.6265, 1.0353, 4.3499)  0.00
C (-1.8569, 1.2559, 3.0193)  0.00
O (-2.5501, 0.5036, 1.9734)  0.00
H (-2.5408, 1.8981, 5.0106)  0.00
H (-2.2169, 0.1871, 4.8984)  0.00
H (-3.6991, 0.9023, 4.2085)  0.00
H (-0.8310, 0.9147, 3.1574)  0.00
H (-1.8998, 2.2888, 2.6737)  0.00
H (-1.8039, 0.3717, 1.3840)  0.02
C (2.9458, 2.6805, -0.3163)  0.00
C (2.0621, 1.5038, -0.3339)  0.00
O (0.7841, 1.9151, 0.0463)  0.00
H (3.0524, 3.2340, 0.6167)  0.00
H (2.6447, 3.5464, -0.9060)  0.00
H (3.9141, 2.2944, -0.6348)  0.00
H (2.4559, 0.9943, 0.5456)  0.00
H (2.1328, 0.8837, -1.2275)  0.00
H (0.1715, 1.1773, 0.0015)  0.00
C (1.1478, -0.8454, 2.6207)  0.00
C (0.0665, -1.9537, 2.8362)  0.00
O (-0.0552, -2.6944, 1.6550)  0.00
H (1.3355, -0.4135, 3.6038)  0.00
H (0.8912, -0.1069, 1.8612)  0.00
H (2.0926, -1.3161, 2.3489)  0.00
H (-0.8521, -1.4214, 3.0829)  0.00
H (0.2271, -2.6269, 3.6783)  0.00
H (-0.2514, -2.0993, 0.9278)  0.01

=====

(4)
This record from the OMol25 dataset describes a molecular structure, C10H31AsOSe3Si3TeTi. The level of theory is ωB97M-V/def2-TZVPD.

## Properties
LUMO level: -7.99 eV
gap between HOMO and LUMO: 6.50 eV
net charge: +2
DFT total energy: -323829.9153 eV
energy above the lowest of the compared OMol25 structures with the same formula, charge and spin: 0.240 eV

Each line ends with the Mulliken charge.
Positions of all 51 atoms, in Å:
Ti (-0.1511, -2.3914, 0.7559)  0.76
Se (2.1108, -2.9632, 1.3590)  -0.22
Se (1.0528, -4.5835, 0.0276)  -0.20
Te (-0.9595, -5.4680, 1.3000)  0.12
Se (-2.2696, -3.5513, 0.3656)  -0.33
C (0.0145, -1.9068, 4.0116)  -0.66
O (-0.6685, -2.0561, 2.7255)  0.18
H (-0.2229, -2.7654, 4.6346)  0.29
H (-0.3188, -0.9794, 4.4715)  0.28
H (1.0772, -1.8733, 3.8018)  0.24
H (-1.6279, -2.1238, 2.8557)  0.22
C (0.1637, 3.3439, 0.3940)  -0.87
Si (0.0128, 1.8403, 1.4578)  0.21
C (1.4772, 1.5610, 2.5588)  -0.85
C (-1.6068, 1.7302, 2.3507)  -0.89
As (0.0257, -0.0238, -0.1010)  0.49
Si (-1.9013, 0.0533, -1.5981)  0.42
C (-1.6061, -1.3094, -2.8375)  -0.95
C (-1.9455, 1.7171, -2.4139)  -1.04
C (-3.4276, -0.1529, -0.5540)  -0.83
Si (2.0194, 0.0076, -1.4975)  0.41
C (1.9194, 1.4397, -2.6688)  -1.01
C (3.4286, 0.2114, -0.3043)  -0.95
C (2.0335, -1.5903, -2.4562)  -0.78
H (0.1669, 4.2425, 1.0144)  0.41
H (-0.6669, 3.4279, -0.3076)  0.23
H (1.0944, 3.3367, -0.1755)  0.23
H (1.4388, 2.2709, 3.3889)  0.42
H (2.4164, 1.7225, 2.0314)  0.29
H (1.4921, 0.5549, 2.9829)  0.17
H (-1.6217, 2.4859, 3.1403)  0.41
H (-1.7641, 0.7574, 2.8220)  0.20
H (-2.4500, 1.9327, 1.6921)  0.29
H (-1.0205, -0.9282, -3.6776)  0.31
H (-2.5620, -1.6487, -3.2441)  0.39
H (-1.0914, -2.1854, -2.4435)  0.26
H (-0.9924, 2.0109, -2.8448)  0.29
H (-2.2696, 2.4965, -1.7241)  0.32
H (-2.6782, 1.6793, -3.2241)  0.39
H (-3.4573, -1.0658, 0.0424)  0.13
H (-4.2977, -0.1674, -1.2154)  0.38
H (-3.5520, 0.6945, 0.1191)  0.24
H (1.9618, 2.4031, -2.1622)  0.28
H (1.0355, 1.4086, -3.3008)  0.29
H (2.7888, 1.3824, -3.3298)  0.40
H (3.5600, 1.2637, -0.0479)  0.31
H (4.3548, -0.1235, -0.7767)  0.41
H (3.3063, -0.3588, 0.6191)  0.20
H (1.4569, -1.4962, -3.3777)  0.30
H (1.6570, -2.4473, -1.8978)  0.02
H (3.0643, -1.8151, -2.7416)  0.39